Record 1
The following is a quantum chemistry calculation of a molecular structure, C9H10B4F24LiO4, from the OMol25 dataset.

Last column: natural (NBO) charge in e.
Geometry (Å):
Li: -18.0144 -9.8126 -8.0834  0.917
B: -19.6491 -9.5301 -10.0979  1.342
F: -20.0638 -9.5904 -8.7637  -0.563
F: -20.1588 -8.3902 -10.7338  -0.578
F: -18.2218 -9.4457 -10.0176  -0.601
F: -20.1032 -10.6798 -10.7656  -0.570
B: -20.0523 -10.6198 -5.1394  1.360
F: -19.3453 -10.6403 -6.3499  -0.572
F: -21.0842 -9.6385 -5.1536  -0.591
F: -20.6857 -11.8878 -4.9645  -0.599
F: -19.2120 -10.3554 -4.0398  -0.587
B: -18.4496 -13.1370 -8.8981  1.365
F: -17.7628 -13.4412 -10.0980  -0.595
F: -18.0084 -14.0235 -7.8764  -0.599
F: -18.1108 -11.8195 -8.4850  -0.588
F: -19.8133 -13.3042 -9.0802  -0.558
B: -17.5912 -6.9160 -6.8594  1.349
F: -17.3821 -7.6994 -8.0392  -0.595
F: -17.8114 -7.7442 -5.7781  -0.554
F: -16.4409 -6.0982 -6.7008  -0.598
F: -18.7135 -6.0668 -7.0428  -0.585
C: -16.0244 -14.9259 -5.4794  -0.648
C: -15.2198 -13.6872 -5.1675  0.072
C: -14.1960 -13.3507 -6.2608  -0.087
O: -14.8182 -12.3355 -7.0336  -0.502
C: -15.8480 -11.7917 -6.2980  0.988
O: -16.3914 -10.7882 -6.5954  -0.531
O: -16.1164 -12.5732 -5.2286  -0.472
H: -16.8836 -15.0287 -4.8142  0.230
H: -15.4440 -15.8502 -5.3668  0.177
H: -16.4421 -14.8643 -6.4829  0.275
H: -14.6990 -13.7171 -4.2085  0.165
H: -14.0139 -14.2168 -6.8993  0.181
H: -13.2450 -12.9649 -5.8843  0.159
C: -15.9162 -11.4226 -11.2257  -0.150
C: -15.0295 -10.4831 -10.4296  0.604
C: -14.8549 -9.0588 -10.9427  0.523
F: -14.2074 -9.1321 -12.1545  -0.357
F: -16.0088 -8.4219 -11.1500  -0.293
F: -15.6500 -10.4375 -9.2271  -0.297
F: -13.7981 -11.0184 -10.1903  -0.343
O: -15.3901 -11.5814 -12.5707  -0.529
C: -16.0197 -12.4569 -13.3952  0.851
C: -17.3517 -11.9722 -13.9805  0.505
F: -18.3009 -11.8493 -13.0389  -0.292
F: -17.2072 -10.8380 -14.6908  -0.329
F: -15.1826 -12.6730 -14.4345  -0.339
F: -16.2559 -13.6280 -12.7694  -0.323
H: -16.9309 -11.0336 -11.2924  0.265
H: -15.9008 -12.3840 -10.7183  0.247
H: -14.2718 -8.4596 -10.2373  0.140
H: -17.7217 -12.7766 -14.6370  0.110

Atomic forces in eV per Å
Li -0.6 -0.1 0.4
B -0.8 -0.2 0.4
F 0.0 0.2 0.1
F 0.1 0.1 -0.2
F 0.1 -0.3 -0.6
F 0.5 0.3 -0.3
B -0.7 0.1 -0.1
F 0.1 0.2 0.4
F 0.2 -0.1 -0.1
F 0.2 0.0 0.2
F 0.1 -0.2 0.0
B -0.3 0.2 0.4
F 0.2 -0.1 -0.1
F 0.3 -0.2 0.0
F 0.1 -0.3 -0.4
F 0.1 0.0 -0.1
B -0.5 0.4 -0.4
F -0.1 -0.3 0.2
F 0.3 0.0 0.1
F 0.2 0.0 0.2
F 0.3 -0.1 -0.1
C -0.2 -0.6 0.3
C -0.1 0.1 -0.7
C -0.2 -0.1 -0.5
O 0.0 -0.1 0.4
C -0.1 0.1 -0.6
O 0.1 -0.1 0.3
O 0.4 0.2 0.5
H 0.1 0.2 0.1
H 0.2 0.2 -0.1
H 0.0 0.1 -0.2
H -0.4 0.1 0.2
H 0.1 0.0 0.0
H 0.0 0.0 0.2
C 0.1 -0.2 -0.7
C -1.4 -0.5 0.4
C 0.3 0.4 -0.1
F 0.2 0.2 0.2
F -0.2 -0.3 -0.1
F 0.3 0.5 0.0
F 0.3 0.1 -0.4
O 0.3 -0.1 -0.3
C 0.1 1.3 1.3
C -0.9 -1.7 -0.4
F 0.4 0.6 0.1
F 0.1 0.3 0.2
F 0.1 -0.3 -0.3
F 0.0 -0.4 -0.3
H 0.0 0.1 0.5
H -0.2 0.1 0.1
H 0.2 -0.1 -0.1
H 0.2 0.3 -0.3

Summary:
Frontier orbital gap in eV: 8.62
Net charge: -3
E_LUMO in eV: 5.973

Record 2
The following is a quantum chemistry calculation of a molecular structure, C9H10B5F28Li3O4, from the OMol25 dataset.

Last column: natural (NBO) charge in e.
Geometry (Å):
Li: 2.0019 0.8717 1.6667  0.966
Li: -1.4576 3.4005 -0.5436  0.945
Li: -0.3463 -0.7677 -1.6542  0.935
B: -0.1663 0.6728 0.4784  1.296
F: 0.0163 1.1639 1.7086  -0.548
F: -0.9215 1.5617 -0.2361  -0.562
F: 1.0401 0.4697 -0.1720  -0.560
F: -0.8501 -0.5749 0.4959  -0.572
B: -1.0112 0.7950 -3.4095  1.294
F: 0.2490 0.4961 -2.9637  -0.583
F: -1.8567 0.4281 -2.4339  -0.558
F: -1.0664 2.1321 -3.6946  -0.557
F: -1.1255 0.1275 -4.6226  -0.561
B: -2.0212 4.4599 1.7730  1.309
F: -0.7745 4.6162 1.1188  -0.596
F: -2.7206 5.5498 1.4691  -0.548
F: -2.6048 3.4289 1.1831  -0.576
F: -1.8833 4.2164 3.1526  -0.562
B: 5.0393 1.1966 1.1194  1.318
F: 3.9087 0.5329 0.6141  -0.610
F: 4.7779 2.4944 0.9244  -0.552
F: 5.3967 1.0171 2.4620  -0.563
F: 6.0284 0.6749 0.3243  -0.573
B: 1.5814 3.5051 -1.2208  1.277
F: 2.0265 2.4073 -1.8946  -0.160
F: 1.8066 3.2928 0.1072  -0.260
F: 2.2774 4.5740 -1.5711  -0.300
F: 0.2533 3.8016 -1.4284  -0.547
C: 5.9067 -3.3745 -1.2907  -0.629
C: 5.0500 -2.1257 -0.9743  0.060
C: 5.0321 -1.1353 -2.1224  -0.084
O: 3.6460 -0.9495 -2.1509  -0.485
C: 2.8652 -1.7217 -1.4127  1.025
O: 1.6279 -1.7144 -1.4811  -0.681
O: 3.6852 -2.4555 -0.6961  -0.478
H: 5.6425 -3.8310 -2.2446  0.207
H: 5.6721 -4.1633 -0.5761  0.220
H: 6.9543 -3.1280 -1.1178  0.225
H: 5.4801 -1.7572 -0.0430  0.222
H: 5.3260 -1.5071 -3.1040  0.175
H: 5.6891 -0.2773 -1.9802  0.234
C: -3.8191 -1.1531 1.0785  -0.138
C: -4.9684 -0.1697 0.7814  0.603
C: -4.3883 1.2335 0.6410  0.512
F: -3.3727 1.4839 -0.2282  -0.324
F: -5.3536 2.1084 0.4074  -0.319
F: -5.5363 -0.5279 -0.3440  -0.311
F: -5.8150 -0.1854 1.7935  -0.313
O: -4.4113 -2.4642 1.1325  -0.525
C: -4.3698 -3.0989 2.4291  0.849
C: -4.7472 -4.5773 2.1833  0.507
F: -4.8281 -5.2402 3.3700  -0.331
F: -5.9258 -4.7599 1.5853  -0.319
F: -3.0892 -3.0682 2.8530  -0.333
F: -5.0870 -2.5503 3.3267  -0.284
H: -3.3105 -0.8809 2.0033  0.207
H: -3.0770 -0.9872 0.2976  0.228
H: -4.0254 1.4906 1.6361  0.141
H: -4.0503 -5.0566 1.4956  0.147

Atomic forces in eV per Å
Li 0.5 0.1 -0.7
Li 0.2 -0.1 0.6
Li 0.6 0.1 0.0
B -1.6 -0.9 -1.4
F 1.2 0.4 2.6
F -0.3 0.9 -0.8
F 1.1 0.1 0.3
F 0.2 -0.1 -0.3
B 0.9 1.3 -3.3
F 2.3 -0.8 1.4
F -2.0 -1.3 1.7
F -0.5 1.4 0.4
F -0.9 -0.9 -0.3
B 1.7 1.2 2.2
F 1.3 -0.4 -0.4
F -1.6 2.5 0.1
F -1.6 -3.5 -1.8
F 0.2 0.2 -0.4
B 1.3 -0.4 0.3
F -2.6 -1.3 1.0
F -0.2 2.4 -0.3
F -0.8 -0.7 0.2
F 1.6 -0.2 -0.7
B -2.7 0.7 0.2
F 0.7 -1.1 -0.5
F 0.6 -0.9 1.5
F 2.2 1.9 -1.0
F -0.8 -0.5 -0.2
C -1.3 -0.2 0.7
C 2.5 -1.6 0.5
C -0.1 -1.0 0.6
O -2.1 3.2 -2.3
C -1.0 0.8 -1.1
O 2.9 -0.6 0.6
O -0.6 -1.5 1.0
H 0.5 0.4 -0.3
H 0.0 0.1 0.3
H 0.0 0.0 -0.6
H -0.3 0.6 -0.2
H 0.0 -0.6 0.1
H -0.9 0.5 0.6
C -0.7 0.6 0.2
C 3.7 -0.3 -0.4
C 0.8 1.2 2.2
F -1.0 -1.3 -0.3
F -1.3 0.7 -0.9
F -1.5 -0.6 -1.5
F -1.4 0.3 0.8
O 0.3 -0.6 1.8
C 1.5 -0.6 -4.1
C 0.3 -0.7 -0.3
F 0.4 0.3 -0.1
F -1.1 0.7 -0.2
F 0.4 -0.2 0.4
F -1.7 1.4 1.7
H -0.2 -0.1 0.1
H -0.1 -0.9 -0.2
H 0.5 0.0 0.1
H 0.6 0.1 0.5

Summary:
Frontier orbital gap (alpha / beta) in eV: 11.09 / 3.57
Spin multiplicity: 2
<S²>: 0.756
Net charge: -1
E_LUMO (alpha / beta) in eV: 1.702 / -5.823